Record 1
The following is a quantum chemistry calculation of C52H51F3Li2N9O8 as an isolated structure at a distorted geometry, from the Open Molecules 2025 dataset.

Geometry (Å):
Li1 -2.836 1.222 -0.098
Li2 -4.794 -0.912 2.222
C1 -1.748 -0.944 1.097
O1 -1.025 -0.034 0.247
O2 -2.974 -0.387 1.265
C2 -1.614 -2.327 0.448
F1 -0.318 -2.739 0.512
F2 -2.333 -3.279 1.094
F3 -1.941 -2.303 -0.846
C3 0.367 0.078 0.486
C4 0.958 1.090 -0.467
H1 0.205 1.802 -0.816
H2 1.781 1.703 -0.100
H3 1.326 0.607 -1.379
H4 0.913 -0.866 0.474
H5 0.525 0.507 1.489
H6 -1.208 -0.947 2.055
C5 0.926 4.550 -2.279
C6 0.223 5.745 -2.279
C7 -0.767 5.912 -3.232
C8 -1.082 4.841 -4.094
C9 -0.460 3.614 -3.971
C10 0.555 3.466 -3.038
N1 -2.146 5.096 -5.071
O3 -2.705 6.168 -4.996
O4 -2.424 4.280 -5.928
H7 1.755 4.415 -1.592
H8 0.456 6.522 -1.566
H9 -1.360 6.810 -3.314
H10 -0.728 2.751 -4.561
H11 1.037 2.504 -2.948
C11 1.248 -4.617 3.974
C12 0.286 -5.205 3.153
C13 0.542 -5.384 1.822
C14 1.840 -5.185 1.344
C15 2.794 -4.641 2.193
C16 2.516 -4.298 3.522
N2 2.180 -5.518 -0.029
O5 3.338 -5.415 -0.393
O6 1.260 -5.745 -0.792
H12 0.911 -4.395 4.982
H13 -0.710 -5.365 3.543
H14 -0.253 -5.725 1.171
H15 3.780 -4.451 1.787
H16 3.258 -3.812 4.134
C17 2.347 5.718 5.108
C18 2.695 6.696 4.193
C19 2.802 6.440 2.834
C20 2.701 5.122 2.409
C21 2.527 4.082 3.324
C22 2.309 4.401 4.648
N3 2.881 4.827 0.997
O7 3.176 3.701 0.662
O8 2.662 5.738 0.221
H17 2.060 5.905 6.132
H18 2.745 7.712 4.570
H19 3.044 7.237 2.149
H20 2.450 3.061 2.978
H21 2.013 3.626 5.345
N4 -1.974 2.876 0.807
C23 -1.723 4.094 0.297
C24 -1.146 5.162 0.979
C25 -0.817 4.978 2.304
C26 -1.053 3.734 2.876
C27 -1.672 2.766 2.121
H22 -1.963 4.179 -0.758
H23 -0.958 6.071 0.427
H24 -0.269 5.748 2.836
H25 -0.780 3.511 3.897
H26 -1.836 1.801 2.589
N5 -4.096 -1.348 4.168
C28 -4.453 -0.561 5.203
C29 -3.883 -0.737 6.457
C30 -2.846 -1.633 6.644
C31 -2.488 -2.447 5.586
C32 -3.180 -2.278 4.380
H27 -5.108 0.288 5.068
H28 -4.220 -0.093 7.259
H29 -2.406 -1.664 7.632
H30 -1.747 -3.222 5.682
H31 -2.935 -2.950 3.569
N6 -3.916 -6.268 -2.244
C33 -3.022 -5.634 -1.513
C34 -1.804 -5.192 -2.014
C35 -1.617 -5.302 -3.367
C36 -2.507 -5.996 -4.175
C37 -3.652 -6.464 -3.565
H32 -3.243 -5.444 -0.465
H33 -1.095 -4.667 -1.390
H34 -0.667 -4.943 -3.743
H35 -2.311 -6.041 -5.237
H36 -4.505 -6.818 -4.129
N7 -2.685 0.958 -2.204
C38 -3.373 1.752 -3.060
C39 -3.227 1.701 -4.423
C40 -2.307 0.799 -4.966
C41 -1.539 0.045 -4.104
C42 -1.790 0.127 -2.734
H37 -4.117 2.418 -2.641
H38 -3.811 2.350 -5.060
H39 -2.241 0.655 -6.036
H40 -0.779 -0.624 -4.485
H41 -1.201 -0.426 -2.018
N8 0.291 -2.605 -4.247
C43 1.351 -2.848 -5.021
C44 2.609 -3.188 -4.555
C45 2.801 -3.202 -3.179
C46 1.746 -2.840 -2.338
C47 0.532 -2.566 -2.927
H42 1.146 -2.860 -6.086
H43 3.434 -3.394 -5.221
H44 3.789 -3.365 -2.772
H45 1.799 -2.740 -1.262
H46 -0.309 -2.365 -2.274
N9 4.878 -0.479 1.441
C48 5.143 -1.601 0.751
C49 4.894 -1.760 -0.599
C50 4.274 -0.691 -1.264
C51 3.984 0.468 -0.566
C52 4.245 0.500 0.788
H47 5.719 -2.331 1.308
H48 5.271 -2.558 -1.223
H49 4.122 -0.763 -2.332
H50 3.400 1.196 -1.115
H51 3.875 1.280 1.446

Results
energy relative to the best compared isomer or geometry (same formula, charge and spin)	0.00	kcal/mol
HOMO-LUMO gap	0.2939	Ha
HOMO energy	-0.3991	hartree
charge	+1

Record 2
The following is a quantum chemistry calculation of C52H53N10S3Ti as an isolated structure at a distorted geometry, from the Open Molecules 2025 dataset.

Geometry (Å):
Ti1 -0.537 -2.693 1.757
C1 -4.705 -3.947 0.556
C2 -3.249 -3.658 0.758
N1 -2.754 -2.749 1.493
C3 -3.648 -1.914 2.255
C4 -2.824 -0.966 3.121
N2 -1.643 -1.736 3.495
C5 -0.745 -1.285 4.559
C6 0.515 -0.648 3.972
N3 0.987 -1.421 2.844
C7 2.158 -2.271 3.061
C8 2.502 -2.822 1.703
N4 1.292 -3.316 1.077
C9 1.339 -4.205 0.131
C10 2.582 -4.760 -0.499
C11 0.046 -4.718 -0.234
C12 -0.218 -5.754 -1.160
C13 -1.506 -6.163 -1.406
C14 -2.532 -5.476 -0.804
C15 -2.257 -4.483 0.090
N5 -0.982 -4.127 0.425
H1 -5.201 -4.196 1.491
H2 -4.832 -4.731 -0.173
H3 -5.199 -3.062 0.214
H4 -4.263 -2.572 2.919
H5 -4.356 -1.361 1.615
H6 -3.446 -0.687 4.002
H7 -2.468 -0.093 2.560
H8 -1.966 -2.658 3.773
H9 -0.495 -2.159 5.174
H10 -1.271 -0.573 5.225
H11 1.289 -0.580 4.745
H12 0.321 0.374 3.624
H13 1.208 -0.723 2.115
H14 1.883 -3.056 3.774
H15 2.999 -1.705 3.474
H16 3.236 -3.635 1.783
H17 2.954 -2.020 1.078
H18 3.317 -3.998 -0.692
H19 2.321 -5.205 -1.477
H20 3.040 -5.548 0.111
H21 0.602 -6.260 -1.651
H22 -1.695 -6.964 -2.092
H23 -3.560 -5.691 -1.063
N6 -0.867 -0.955 0.226
S1 -0.803 -0.410 -1.110
N7 -1.099 1.152 -1.466
S2 -0.334 2.443 -1.136
N8 1.172 2.490 -0.901
S3 1.791 2.117 0.573
N9 1.305 1.009 1.367
C16 1.647 3.707 1.448
C17 1.226 3.553 2.755
C18 0.977 4.680 3.513
C19 1.149 5.948 2.959
C20 1.630 6.071 1.658
C21 1.871 4.957 0.878
C22 3.488 2.080 0.062
C23 3.982 2.406 -1.177
C24 5.318 2.206 -1.483
C25 6.156 1.675 -0.527
C26 5.647 1.371 0.728
C27 4.319 1.589 1.041
C28 -0.487 3.420 -2.580
C29 0.552 4.215 -3.008
C30 0.363 5.010 -4.128
C31 -0.870 5.033 -4.781
C32 -1.898 4.230 -4.323
C33 -1.728 3.426 -3.215
C34 -1.313 3.287 0.088
C35 -1.585 4.646 -0.002
C36 -2.236 5.235 1.068
C37 -2.637 4.485 2.164
C38 -2.430 3.106 2.173
C39 -1.771 2.495 1.117
C40 0.738 -0.628 -2.004
C41 0.869 -0.371 -3.356
C42 2.096 -0.554 -3.955
C43 3.199 -0.999 -3.196
C44 3.060 -1.193 -1.828
C45 1.811 -1.018 -1.234
C46 -1.955 -1.075 -2.321
C47 -1.881 -2.444 -2.452
C48 -2.720 -3.099 -3.348
C49 -3.619 -2.378 -4.096
C50 -3.644 -0.988 -4.031
C51 -2.807 -0.314 -3.132
H24 1.097 2.548 3.135
H25 0.648 4.585 4.543
H26 0.984 6.849 3.538
H27 1.802 7.050 1.222
H28 2.192 5.068 -0.156
H29 3.285 2.775 -1.902
H30 5.684 2.438 -2.472
H31 7.182 1.475 -0.744
H32 6.314 0.947 1.475
H33 3.907 1.328 2.011
H34 1.532 4.175 -2.562
H35 1.170 5.623 -4.500
H36 -1.026 5.652 -5.648
H37 -2.847 4.222 -4.838
H38 -2.542 2.825 -2.811
H39 -1.265 5.212 -0.868
H40 -2.410 6.300 1.061
H41 -3.184 4.968 2.980
H42 -2.753 2.513 3.020
H43 -1.571 1.430 1.081
H44 0.001 -0.017 -3.920
H45 2.193 -0.361 -5.027
H46 4.147 -1.188 -3.684
H47 3.905 -1.527 -1.254
H48 1.649 -1.207 -0.177
H49 -1.172 -2.982 -1.816
H50 -2.655 -4.164 -3.423
H51 -4.309 -2.872 -4.767
H52 -4.342 -0.436 -4.630
H53 -2.817 0.771 -3.034
N10 -0.297 -5.149 4.076
C52 -0.422 -4.253 3.340

Results
energy relative to the best compared isomer or geometry (same formula, charge and spin)	0.00	kcal/mol
HOMO-LUMO gap (alpha / beta)	0.2087 / 0.3162	Ha
HOMO energy (alpha / beta)	-0.2877 / -0.3987	hartree
charge	+1
spin multiplicity	3

Record 3
The following is a quantum chemistry calculation of C52H54AlN6O2S as an isolated structure, from the Open Molecules 2025 dataset.

Geometry (Å):
Al1 0.168 0.020 -0.204
O1 -5.554 -1.977 2.803
C1 -4.626 -2.735 2.490
O2 -4.558 -3.959 2.301
C2 -3.284 -1.998 2.235
C3 -3.126 -0.643 2.475
C4 -1.945 -0.007 2.138
N1 -0.968 -0.633 1.442
C5 -1.065 -1.983 1.377
C6 -2.172 -2.691 1.777
C7 0.158 -2.644 0.901
C8 0.519 -3.919 1.318
C9 1.708 -4.455 0.868
C10 2.514 -3.690 0.034
C11 2.101 -2.419 -0.300
N2 0.941 -1.897 0.116
C12 -1.637 1.286 2.805
C13 -2.550 2.332 2.879
C14 -2.228 3.435 3.650
C15 -1.019 3.449 4.330
C16 -0.181 2.351 4.206
N3 -0.472 1.288 3.459
H1 -3.931 -0.118 2.976
H2 -2.248 -3.768 1.704
H3 -0.127 -4.468 1.989
H4 2.008 -5.450 1.168
H5 3.457 -4.062 -0.341
H6 2.710 -1.787 -0.918
H7 -3.488 2.275 2.348
H8 -2.917 4.266 3.731
H9 -0.739 4.281 4.961
H10 0.766 2.318 4.733
C17 -1.130 -4.224 -1.263
C18 -2.528 -3.801 -1.715
C19 -2.729 -3.949 -3.247
C20 -3.159 -2.493 -1.205
C21 -4.447 -2.697 -0.708
C22 -5.311 -1.661 -0.408
C23 -4.918 -0.384 -0.737
C24 -3.639 -0.107 -1.217
C25 -3.483 1.317 -1.747
C26 -3.319 2.334 -0.619
C27 -2.534 1.457 -2.937
C28 -2.705 -1.151 -1.320
N4 -1.274 -0.859 -1.522
C29 -0.775 -1.425 -2.570
C30 0.593 -1.488 -3.030
C31 0.864 -2.492 -3.979
C32 2.114 -2.662 -4.520
C33 3.122 -1.771 -4.146
C34 2.873 -0.752 -3.255
C35 1.612 -0.593 -2.646
N5 1.377 0.385 -1.698
C36 2.158 1.578 -1.871
C37 1.990 2.339 -3.054
C38 2.667 3.546 -3.189
C39 3.481 4.041 -2.186
C40 3.652 3.292 -1.039
C41 3.028 2.056 -0.871
C42 3.503 1.278 0.349
C43 2.807 -0.575 2.452
C44 4.543 0.232 -0.039
C45 1.088 1.924 -4.214
C46 0.074 3.007 -4.604
C47 1.911 1.580 -5.462
H11 -0.867 -5.158 -1.764
H12 -1.132 -4.427 -0.193
H13 -0.332 -3.513 -1.472
H14 -3.170 -4.559 -1.271
H15 -1.782 -4.050 -3.781
H16 -3.276 -3.108 -3.675
H17 -3.307 -4.846 -3.468
H18 -4.780 -3.711 -0.534
H19 -6.276 -1.858 0.036
H20 -5.621 0.436 -0.643
H21 -4.466 1.532 -2.175
H22 -2.503 2.077 0.050
H23 -4.230 2.346 -0.020
H24 -3.159 3.345 -1.002
H25 -1.513 1.139 -2.730
H26 -2.528 2.490 -3.293
H27 -2.883 0.829 -3.759
H28 -1.469 -1.953 -3.215
H29 0.058 -3.151 -4.277
H30 2.307 -3.452 -5.232
H31 4.113 -1.870 -4.572
H32 3.663 -0.056 -3.005
H33 2.543 4.119 -4.099
H34 3.985 4.990 -2.302
H35 4.307 3.657 -0.257
H36 4.001 2.001 0.995
H37 3.137 -1.454 1.902
H38 1.993 -0.845 3.125
H39 3.627 -0.163 3.037
H40 4.157 -0.485 -0.758
H41 4.932 -0.304 0.826
H42 5.379 0.747 -0.515
H43 0.521 1.039 -3.926
H44 0.562 3.860 -5.076
H45 -0.506 3.384 -3.760
H46 -0.638 2.601 -5.324
H47 2.472 2.455 -5.796
H48 1.250 1.278 -6.276
H49 2.617 0.775 -5.281
S1 2.116 0.697 1.389
C48 -0.106 2.146 -0.057
N6 -0.231 2.836 -1.212
C49 -0.249 4.172 -1.356
C50 -0.147 4.979 -0.257
C51 0.006 4.354 0.976
C52 0.033 2.976 1.061
H50 -0.283 2.295 -2.068
H51 -0.336 4.548 -2.365
H52 -0.163 6.053 -0.365
H53 0.114 4.946 1.876
H54 0.193 2.528 2.025

Results
energy relative to the best compared isomer or geometry (same formula, charge and spin)	5.91	kcal/mol
HOMO-LUMO gap	0.2548	Ha
HOMO energy	-0.3681	hartree
charge	+1

Record 4
The following is a quantum chemistry calculation of C52H54F6KN6O6S2Sb as an isolated structure at a distorted geometry, from the Open Molecules 2025 dataset.

Geometry (Å):
K1 -1.007 1.073 -0.976
F1 -3.175 5.790 -2.855
C1 -4.100 4.820 -2.687
F2 -4.909 4.825 -3.760
F3 -4.834 5.108 -1.615
S1 -3.292 3.162 -2.435
O1 -2.541 4.351 0.400
O2 -4.456 2.264 -2.348
N1 -2.718 3.161 -4.004
S2 -1.770 1.968 -4.292
O3 -0.895 1.639 -3.175
O4 -2.334 0.842 -4.993
C2 -0.620 2.699 -5.528
F4 0.347 1.813 -5.810
F5 -0.043 3.814 -5.065
F6 -1.256 3.001 -6.669
C3 6.989 -10.829 -2.341
O5 6.852 -10.178 -1.093
C4 6.021 -9.123 -1.067
C5 5.886 -8.485 0.155
C6 5.050 -7.392 0.272
C7 4.337 -6.912 -0.825
C8 4.485 -7.565 -2.040
C9 5.321 -8.667 -2.168
C10 3.436 -5.750 -0.744
N2 2.639 -5.362 -1.697
C11 1.995 -4.247 -1.201
C12 2.415 -3.969 0.065
N3 3.338 -4.946 0.356
C13 1.922 -2.878 0.854
C14 2.356 -2.569 2.150
C15 1.801 -1.498 2.801
C16 0.810 -0.763 2.145
N4 0.385 -1.038 0.926
C17 0.936 -2.071 0.267
C18 0.491 -2.337 -1.116
N5 -0.406 -1.499 -1.652
C19 -0.796 -1.683 -2.897
C20 -0.337 -2.742 -3.691
C21 0.572 -3.616 -3.158
C22 1.015 -3.418 -1.844
H1 7.684 -11.647 -2.180
H2 7.393 -10.156 -3.102
H3 6.033 -11.232 -2.690
H4 6.441 -8.863 1.005
H5 4.952 -6.923 1.244
H6 3.931 -7.196 -2.894
H7 5.415 -9.152 -3.132
H8 3.897 -5.003 1.186
H9 3.127 -3.163 2.628
H10 2.107 -1.210 3.797
H11 0.364 0.087 2.658
H12 -1.504 -0.963 -3.304
H13 -0.697 -2.843 -4.707
H14 0.968 -4.450 -3.725
O6 -2.031 0.992 1.356
H15 -1.273 0.635 1.828
H16 -2.109 1.933 1.711
C23 -7.001 -1.061 1.142
C24 -5.652 -0.389 1.386
Sb1 -4.263 -0.348 -0.280
C25 -5.565 -1.214 -1.788
C26 -4.739 -1.557 -3.030
C27 -3.322 -2.237 0.253
C28 -4.237 -3.423 0.539
H17 -7.632 -1.024 2.037
H18 -6.891 -2.113 0.859
H19 -7.550 -0.568 0.334
H20 -5.112 -0.869 2.209
H21 -5.798 0.651 1.684
H22 -6.318 -0.457 -2.029
H23 -6.090 -2.094 -1.404
H24 -4.266 -0.662 -3.452
H25 -5.350 -2.007 -3.822
H26 -3.939 -2.272 -2.793
H27 -2.702 -1.999 1.125
H28 -2.623 -2.473 -0.556
H29 -4.940 -3.204 1.350
H30 -3.669 -4.314 0.836
H31 -4.829 -3.696 -0.342
C29 -0.666 4.492 -1.663
N6 -0.017 5.304 -0.574
C30 -1.051 6.119 0.127
C31 0.748 4.424 0.404
C32 1.872 3.640 -0.241
C33 3.087 4.247 -0.575
C34 4.074 3.493 -1.210
C35 3.814 2.139 -1.468
C36 2.587 1.582 -1.096
C37 1.555 2.318 -0.482
H32 -1.152 5.168 -2.367
H33 -1.410 3.855 -1.171
H34 0.082 3.879 -2.151
H35 0.673 5.912 -0.998
H36 -1.807 5.428 0.508
H37 -1.497 6.811 -0.587
H38 -0.576 6.655 0.952
H39 -0.026 3.761 0.802
H40 1.102 5.083 1.196
H41 3.288 5.288 -0.311
H42 5.027 3.938 -1.475
H43 4.569 1.529 -1.964
H44 2.432 0.519 -1.330
C38 -2.021 3.916 1.451
C39 -1.422 3.538 2.468
C40 -0.368 3.535 3.479
C41 -0.209 2.448 4.382
C42 0.712 2.395 5.491
C43 0.825 1.292 6.315
C44 0.034 0.148 6.147
C45 -0.921 0.193 5.125
C46 -1.048 1.286 4.288
C47 0.502 4.694 3.421
C48 1.901 4.704 3.697
C49 2.677 5.845 3.563
C50 2.125 7.064 3.155
C51 0.756 7.085 2.870
C52 -0.022 5.946 2.983
H45 1.330 3.252 5.711
H46 1.547 1.330 7.130
H47 0.130 -0.713 6.801
H48 -1.596 -0.651 4.978
H49 -1.836 1.283 3.545
H50 2.388 3.777 3.968
H51 3.745 5.778 3.762
H52 2.737 7.955 3.056
H53 0.287 8.017 2.558
H54 -1.081 5.985 2.745

Results
energy relative to the best compared isomer or geometry (same formula, charge and spin)	47.03	kcal/mol
HOMO-LUMO gap	0.1018	Ha
HOMO energy	-0.0025	hartree
charge	-2

Which formula does entry 4 have? C52H54F6KN6O6S2Sb

charge of number 2 (C52H53N10S3Ti)? +1